{"formula": "C6H14N2", "method": "ωB97M-V/def2-TZVPD", "e_homo_ev": -7.534, "smiles": "CC/C(=C\\N)CCN", "lumo_energy_ev": 1.01, "de_lowest_kcal_mol": 31.8, "gap_ev": 8.54, "spin_multiplicity": 1, "elements": ["H", "C", "H", "H", "H", "H", "H", "N", "C", "H", "H", "H", "H", "C", "C", "H", "H", "H", "C", "C", "H", "N"], "coordinates": [[-3.1160, 0.5396, 1.3164], [0.0766, 0.3357, 0.2442], [-2.1223, -0.0006, 2.5693], [2.3441, -1.1273, -2.1722], [-0.5069, -0.5472, -2.7824], [1.4574, 1.0415, -1.2551], [-0.1808, 1.4819, -1.4995], [0.9699, 0.1298, 2.4814], [0.4478, 0.6324, -1.2077], [2.1383, 0.3523, 0.7766], [-1.9240, -0.3503, -0.3262], [1.5855, 0.5627, 3.1426], [0.1218, -0.2957, 2.8116], [-1.2583, -0.2808, 0.5206], [1.1070, 0.3471, 1.1059], [-1.6490, 1.5016, 1.7234], [0.0037, -1.4386, -1.4457], [1.7872, -0.4059, -3.5538], [0.3456, -0.6454, -2.1101], [-2.0636, 0.5049, 1.6131], [-1.1157, -1.3142, 0.8409], [1.5518, -1.0235, -2.7934]]}